No. 1
C30H50 | the ωB97M-V functional and the def2-TZVPD basis

The SMILES is CC(C)=CCC/C(C)=C/CC/C(C)=C/CC/C=C(\C)CC/C=C(\C)CCC=C(C)C. The calculation puts the LUMO energy at 0.81 eV. The HOMO energy is -8.5 eV. The energy is -31919.6700 eV. The calculation puts the energy above the lowest of the compared OMol25 structures with the same formula, charge and spin at 4.8 kcal per mole. The charge is 0.

Cartesian coordinates (Å):
C (-1.77, 0.75, 3.41)
C (-0.38, 0.77, 2.83)
C (0.02, 1.59, 1.87)
C (-0.83, 2.62, 1.17)
H (-1.80, 2.19, 0.91)
H (-1.01, 3.46, 1.84)
C (-0.15, 3.12, -0.11)
C (1.10, 3.90, 0.18)
C (2.30, 3.41, -0.10)
C (3.61, 4.08, 0.18)
H (3.45, 5.12, 0.47)
H (4.22, 4.07, -0.72)
C (4.37, 3.37, 1.32)
C (4.89, 2.02, 0.91)
C (4.41, 0.90, 1.44)
C (4.89, -0.48, 1.10)
H (5.83, -0.67, 1.65)
H (5.13, -0.54, 0.04)
C (3.87, -1.56, 1.45)
C (2.62, -1.41, 0.64)
C (1.74, -2.38, 0.44)
C (0.49, -2.23, -0.40)
H (-0.37, -2.55, 0.21)
H (0.56, -2.93, -1.24)
C (0.22, -0.83, -0.94)
C (-1.02, -0.81, -1.79)
C (-2.27, -0.77, -1.35)
C (-3.43, -0.80, -2.32)
H (-4.14, -0.01, -2.08)
H (-3.06, -0.62, -3.34)
C (-4.16, -2.14, -2.30)
C (-5.26, -2.21, -3.31)
C (-6.01, -3.28, -3.53)
C (-7.10, -3.30, -4.56)
H (-7.18, -2.34, -5.06)
H (-6.90, -4.07, -5.30)
H (-8.05, -3.53, -4.09)
C (-5.80, -4.56, -2.77)
H (-6.50, -5.33, -3.09)
H (-5.94, -4.39, -1.70)
H (-4.79, -4.94, -2.91)
H (-5.44, -1.31, -3.88)
H (-4.57, -2.32, -1.30)
H (-3.43, -2.95, -2.48)
C (-2.65, -0.73, 0.09)
H (-3.51, -0.06, 0.24)
H (-2.95, -1.72, 0.44)
H (-1.83, -0.38, 0.71)
H (-0.85, -0.87, -2.85)
H (0.12, -0.14, -0.10)
H (1.07, -0.51, -1.55)
C (1.93, -3.76, 1.03)
H (2.82, -4.23, 0.62)
H (1.08, -4.40, 0.81)
H (2.05, -3.70, 2.11)
H (2.46, -0.43, 0.22)
H (3.64, -1.51, 2.52)
H (4.32, -2.54, 1.27)
H (3.64, 0.96, 2.20)
C (5.98, 2.01, -0.12)
H (5.61, 1.59, -1.06)
H (6.34, 3.02, -0.32)
H (6.82, 1.41, 0.21)
H (3.71, 3.28, 2.18)
H (5.22, 4.00, 1.61)
H (2.39, 2.44, -0.56)
C (0.89, 5.25, 0.82)
H (-0.17, 5.48, 0.89)
H (1.37, 6.03, 0.24)
H (1.31, 5.27, 1.83)
H (0.07, 2.27, -0.75)
H (-0.86, 3.77, -0.65)
H (1.05, 1.56, 1.55)
C (0.55, -0.24, 3.44)
H (1.55, -0.15, 3.02)
H (0.61, -0.10, 4.52)
H (0.19, -1.25, 3.25)
H (-2.46, 1.35, 2.83)
H (-1.74, 1.16, 4.43)
H (-2.14, -0.27, 3.48)



No. 2
C10H15N3S | the ωB97M-V functional and the def2-TZVPD basis

The calculation puts the LUMO energy at -8.73 eV. The HOMO energy is -16.5 eV. The energy is -25898.1545 eV. The calculation puts the energy above the lowest of the compared OMol25 structures with the same formula, charge and spin at 23.2 kcal per mole. The charge is +2.

Cartesian coordinates (Å):
C (-4.07, -0.94, 0.49)
C (-3.40, -0.47, 1.58)
C (-3.45, -1.32, -0.73)
C (-2.04, -0.31, 1.45)
C (-2.07, -1.09, -0.84)
C (-1.36, -0.61, 0.29)
C (1.05, -1.01, 0.59)
C (1.95, 0.73, -0.52)
C (2.43, 1.95, 0.21)
C (2.55, 0.69, -1.86)
N (2.24, -0.51, 0.21)
N (0.01, -0.33, 0.13)
N (0.48, 0.77, -0.60)
S (0.87, -2.25, 1.70)
H (-5.22, -0.99, 0.61)
H (-3.79, -0.13, 2.50)
H (-3.95, -1.50, -1.63)
H (-1.39, 0.05, 2.41)
H (-1.57, -1.37, -1.74)
H (1.93, 2.15, 1.12)
H (2.24, 2.73, -0.57)
H (3.43, 1.96, 0.35)
H (3.56, 0.29, -1.61)
H (2.49, 1.75, -2.22)
H (1.93, 0.10, -2.56)
H (3.05, -0.68, 0.84)
H (-0.10, 1.97, 0.02)
H (0.08, 0.81, -1.58)
H (2.13, -2.44, 1.94)



No. 3
C27H49CrF2NO2Si2 | the ωB97M-V functional and the def2-TZVPD basis

The calculation puts the LUMO energy (spin up / spin down) at 0.29 / 0.23 eV. The HOMO energy (spin up / spin down) is -6.1 / -7.8 eV. The energy is -83987.1227 eV. Its multiplicity is 5. The calculation puts the energy above the lowest of the compared OMol25 structures with the same formula, charge and spin at 47.3 kcal per mole. The expectation value of S² is 6.047. The charge is 0.

Cartesian coordinates (Å):
O (1.92, 0.34, -0.89)
O (-0.02, 1.79, -4.28)
C (2.86, 1.45, -0.69)
C (4.20, 0.98, -0.18)
H (2.36, 2.13, 0.00)
H (2.94, 1.94, -1.66)
H (4.14, 0.54, 0.83)
H (4.82, 1.88, -0.09)
H (4.69, 0.29, -0.87)
C (2.02, -0.63, -1.99)
C (2.70, -0.01, -3.17)
H (0.99, -0.91, -2.21)
H (2.55, -1.50, -1.61)
H (2.17, 0.91, -3.46)
H (2.67, -0.68, -4.04)
H (3.75, 0.20, -2.96)
C (-1.12, 0.87, -4.27)
C (-0.28, 3.15, -3.97)
C (-0.82, -0.24, -5.27)
H (-2.06, 1.38, -4.55)
H (-1.23, 0.43, -3.26)
H (-0.62, 0.18, -6.26)
H (-1.68, -0.91, -5.37)
H (0.05, -0.84, -4.97)
C (0.20, 4.01, -5.13)
H (0.30, 3.41, -3.07)
H (-1.35, 3.35, -3.76)
H (1.26, 3.80, -5.35)
H (0.08, 5.07, -4.92)
H (-0.38, 3.77, -6.03)
H (1.36, 0.10, 0.01)
Cr (0.16, -0.69, 1.35)
C (-0.41, 1.06, 0.28)
Si (-1.71, 2.31, 0.87)
H (0.43, 1.76, 0.16)
H (-0.74, 0.79, -0.75)
C (-1.02, 4.03, 0.60)
C (-2.16, 2.08, 2.68)
C (-3.16, 2.11, -0.28)
C (1.83, -1.89, 1.24)
Si (1.02, -3.33, 0.33)
H (2.11, -2.21, 2.27)
H (2.77, -1.56, 0.78)
C (2.31, -4.25, -0.70)
C (-0.39, -2.89, -0.84)
C (0.35, -4.43, 1.69)
H (-2.82, 1.91, -1.30)
H (-3.75, 3.03, -0.28)
H (-3.79, 1.27, 0.04)
H (-0.07, 4.21, 1.12)
H (-1.75, 4.76, 0.98)
H (-0.86, 4.25, -0.46)
H (-1.29, 2.18, 3.34)
H (-2.61, 1.10, 2.86)
H (-2.90, 2.86, 2.95)
H (-0.17, -3.32, -1.83)
H (-0.59, -1.82, -0.97)
H (-1.32, -3.36, -0.48)
H (0.08, -5.42, 1.29)
H (-0.53, -3.99, 2.17)
H (1.13, -4.58, 2.45)
H (2.03, -5.31, -0.81)
H (3.30, -4.23, -0.22)
H (2.42, -3.83, -1.72)
F (-4.85, -2.94, 1.08)
C (-3.84, -2.42, 1.85)
C (-2.72, -1.88, 1.20)
C (-1.65, -1.48, 1.98)
C (-1.73, -1.43, 3.38)
C (-2.91, -1.94, 3.97)
F (-3.06, -1.92, 5.34)
C (-3.96, -2.47, 3.23)
C (-0.64, -0.75, 4.08)
C (-0.57, -0.45, 5.44)
C (0.48, 0.33, 5.93)
C (1.44, 0.83, 5.05)
C (1.33, 0.53, 3.70)
N (0.34, -0.28, 3.24)
H (-2.70, -1.81, 0.12)
H (-4.85, -2.89, 3.71)
H (-1.35, -0.83, 6.08)
H (0.56, 0.54, 6.99)
H (2.27, 1.46, 5.37)
H (2.03, 0.91, 2.95)



No. 4
C2H9N2O | the ωB97M-V functional and the def2-TZVPD basis

The calculation puts the LUMO energy at -3.22 eV. The HOMO energy is -14.5 eV. The energy is -7241.4100 eV. The calculation puts the energy above the lowest of the compared OMol25 structures with the same formula, charge and spin at 21.8 kcal per mole. The charge is +1.

Cartesian coordinates (Å):
C (-1.01, -1.80, -1.52)
N (-1.25, -0.98, -0.29)
H (-1.94, -1.74, -2.07)
H (-0.22, -1.30, -2.09)
H (-0.65, -2.79, -1.28)
H (-2.02, -1.38, 0.26)
H (-1.75, -0.11, -0.51)
H (-0.50, -0.66, 0.35)
C (1.03, 1.77, 0.81)
N (1.98, 1.97, 1.73)
O (0.32, 0.77, 0.92)
H (0.87, 2.46, -0.03)
H (2.44, 1.13, 2.08)
H (2.71, 2.66, 1.64)



No. 5
C21H55Cu2N5O8 | the ωB97M-V functional and the def2-TZVPD basis

The calculation puts the LUMO energy (spin up / spin down) at -8.13 / -12.68 eV. The HOMO energy (spin up / spin down) is -16.4 / -16.3 eV. The energy is -135745.1021 eV. Its multiplicity is 4. The expectation value of S² is 3.771. The charge is +3.

Cartesian coordinates (Å):
Cu (-0.88, -2.78, -0.83)
Cu (-2.91, 0.04, 1.60)
C (-0.66, -0.44, 0.26)
O (0.10, -0.82, -0.67)
O (-1.21, 0.65, 0.39)
O (-1.34, -1.34, 0.78)
C (-4.73, -1.48, 5.36)
C (-4.01, -0.52, 4.38)
C (-2.49, -0.55, 4.60)
O (-1.91, 0.17, 3.52)
C (-0.50, 0.24, 3.68)
N (-4.38, -0.90, 3.03)
H (-4.49, -2.53, 5.21)
H (-5.81, -1.35, 5.27)
H (-4.40, -1.36, 6.39)
H (-4.43, 0.46, 4.59)
H (-2.07, -1.56, 4.60)
H (-2.20, -0.20, 5.58)
H (0.03, -0.71, 3.75)
H (-0.24, 0.90, 4.50)
H (-0.13, 0.78, 2.80)
H (-4.52, -1.89, 2.92)
H (-5.35, -0.65, 2.91)
C (1.37, -4.60, 2.46)
C (0.91, -3.85, 1.19)
C (1.83, -4.04, -0.02)
O (1.20, -3.32, -1.10)
C (1.88, -3.38, -2.39)
N (-0.44, -4.24, 0.83)
H (1.48, -5.65, 2.20)
H (0.56, -4.65, 3.18)
H (2.28, -4.28, 2.97)
H (0.92, -2.78, 1.37)
H (1.97, -5.09, -0.26)
H (2.77, -3.55, 0.24)
H (1.83, -4.36, -2.87)
H (2.93, -3.10, -2.34)
H (1.43, -2.78, -3.18)
H (-0.28, -5.24, 0.77)
H (-0.93, -4.13, 1.71)
C (4.65, 1.00, -2.68)
C (3.48, 0.05, -2.15)
C (3.69, -0.29, -0.62)
O (4.81, -1.13, -0.41)
C (5.02, -1.58, 0.90)
N (2.13, 0.58, -2.42)
H (4.63, 1.97, -2.19)
H (4.53, 1.23, -3.74)
H (5.59, 0.52, -2.42)
H (3.60, -0.87, -2.71)
H (2.75, -0.74, -0.30)
H (3.90, 0.64, -0.10)
H (5.51, -0.79, 1.46)
H (5.76, -2.38, 0.88)
H (4.12, -1.96, 1.37)
H (2.04, 1.51, -2.03)
H (1.45, 0.04, -1.90)
C (1.91, 2.38, 1.09)
C (1.05, 3.66, 0.77)
C (0.96, 3.86, -0.82)
O (2.20, 4.14, -1.50)
C (2.29, 4.24, -2.92)
N (-0.20, 3.37, 1.45)
H (2.95, 2.65, 0.91)
H (1.68, 1.62, 0.34)
H (1.79, 2.04, 2.12)
H (1.60, 4.54, 1.10)
H (0.31, 4.70, -1.09)
H (0.52, 2.96, -1.25)
H (2.94, 3.48, -3.35)
H (2.72, 5.21, -3.16)
H (1.30, 4.26, -3.39)
H (-0.89, 4.02, 1.11)
H (-0.53, 2.48, 1.09)
C (-2.25, 3.05, -2.32)
C (-2.49, 1.53, -2.78)
C (-3.25, 1.45, -4.09)
O (-4.59, 1.82, -4.15)
C (-5.52, 0.88, -3.61)
N (-1.18, 0.96, -2.86)
H (-3.18, 3.55, -2.04)
H (-1.66, 3.59, -3.06)
H (-1.67, 3.08, -1.40)
H (-3.09, 1.03, -2.02)
H (-3.16, 0.39, -4.33)
H (-2.70, 1.93, -4.91)
H (-5.26, 0.78, -2.56)
H (-5.45, -0.15, -3.97)
H (-6.56, 1.20, -3.65)
H (-0.87, 0.69, -1.94)
H (-0.54, 1.69, -3.14)



No. 6
C4H18B3FNO5Tl | the ωB97M-V functional and the def2-TZVPD basis

The calculation puts the LUMO energy (spin up / spin down) at -8.62 / -8.81 eV. The HOMO energy (spin up / spin down) is -14.4 / -14.4 eV. The energy is -25580.8449 eV. Its multiplicity is 2. The calculation puts the energy above the lowest of the compared OMol25 structures with the same formula, charge and spin at 4.4 kcal per mole. The expectation value of S² is 1.741. The charge is +1.

Cartesian coordinates (Å):
Tl (0.87, 1.21, 1.44)
B (1.02, 3.85, 0.20)
H (0.96, 4.81, -0.30)
H (0.09, 3.67, 0.71)
H (1.28, 3.07, -0.49)
H (1.86, 3.86, 0.89)
B (0.80, 0.70, 4.38)
H (0.65, 0.41, 5.40)
H (0.62, -0.16, 3.74)
H (0.02, 1.39, 4.10)
H (1.78, 1.08, 4.17)
B (2.52, -1.20, 1.22)
H (3.30, -1.94, 1.19)
H (2.31, -0.82, 0.23)
H (1.57, -1.59, 1.56)
H (2.84, -0.42, 1.89)
C (-2.00, -3.54, -1.67)
C (-3.07, -3.27, -0.70)
O (-2.77, -1.99, -0.25)
C (-1.40, -1.84, -0.33)
O (-0.77, -0.99, 0.31)
O (-0.91, -2.89, -1.07)
F (-2.80, -4.14, 0.29)
H (-2.23, -3.04, -2.61)
H (-1.87, -4.60, -1.92)
H (-4.15, -3.26, -0.86)
C (0.05, 2.13, -3.50)
N (-0.29, 1.06, -2.52)
O (-1.13, 0.23, -2.95)
O (0.29, 0.97, -1.44)
H (0.13, 1.75, -4.52)
H (1.02, 2.49, -3.17)
H (-0.61, 3.00, -3.43)



No. 7
C2H4I2 | the ωB97M-V functional and the def2-TZVPD basis

The calculation puts the LUMO energy at -0.41 eV. The HOMO energy is -9.2 eV. The energy is -18337.4543 eV. The calculation puts the energy above the lowest of the compared OMol25 structures with the same formula, charge and spin at 58.8 kcal per mole. The charge is 0.

Cartesian coordinates (Å):
C (-0.01, -0.07, 0.40)
C (1.26, -0.06, -0.37)
I (2.36, -1.88, -0.26)
I (2.46, 1.68, -0.10)
H (-0.65, -0.89, 0.08)
H (0.19, -0.20, 1.47)
H (-0.55, 0.87, 0.27)
H (0.82, 0.03, -2.05)



No. 8
C10H14O5 | the ωB97M-V functional and the def2-TZVPD basis

The calculation puts the LUMO energy at 0.00 eV. The HOMO energy is -8.7 eV. The energy is -20830.6473 eV. The calculation puts the energy above the lowest of the compared OMol25 structures with the same formula, charge and spin at 88.2 kcal per mole. The charge is 0.

Cartesian coordinates (Å):
C (0.74, 0.41, 0.10)
C (-0.08, 1.45, -0.31)
C (2.06, 0.02, 0.49)
C (-0.58, -1.87, -0.71)
C (-1.07, -0.91, 0.32)
C (-2.06, 0.23, -0.11)
C (0.52, 2.80, -0.57)
C (3.27, 0.71, 0.08)
C (0.19, -3.07, -0.08)
C (-3.03, 0.51, 1.05)
O (2.15, -1.00, 1.16)
O (-0.79, -1.83, -1.94)
O (-1.42, 1.43, -0.49)
O (-1.19, -1.38, 1.56)
O (-2.92, 0.00, -1.17)
H (-0.01, 3.38, -1.33)
H (1.62, 2.66, -0.86)
H (0.42, 3.38, 0.38)
H (3.80, 0.04, -0.56)
H (4.00, 0.72, 0.97)
H (3.01, 1.59, -0.46)
H (0.26, -3.78, -0.87)
H (-0.40, -3.50, 0.72)
H (1.15, -2.73, 0.36)
H (-2.54, 0.94, 1.88)
H (-3.62, -0.27, 1.31)
H (-3.68, 1.30, 0.66)
H (-0.56, -2.13, 1.67)
H (-2.37, -0.20, -1.97)